Entry 1:
{"formula": "C3H6ClP", "method": "the ωB97M-V functional and the def2-TZVPD basis", "symbols": ["C", "C", "C", "P", "Cl", "H", "H", "H", "H", "H", "H"], "positions_angstrom": [[-0.38980, -1.44782, 0.83710], [-0.11135, -0.99383, -0.39217], [0.25955, 0.39401, -0.68342], [0.93046, 1.37910, 0.79588], [1.25421, 0.54232, -2.09584], [-0.76718, -2.55255, 0.95475], [-0.06710, -0.84413, 1.67578], [-0.31897, -1.59121, -1.19940], [-1.06383, 1.34216, -1.18840], [-0.47832, 1.23762, 1.39439], [0.75235, 2.53432, -0.09867]], "nbo_charge": [-0.35, -0.29, -0.44, 0.29, -0.01, 0.22, 0.20, 0.21, 0.16, 0.00, 0.01], "homo_lumo_gap_ev": 8.92, "e_tot_ha": -919.29347, "homo_energy_ha": -0.3348, "lumo_energy_ev": -0.19, "relative_energy_kj_mol": 338.1, "mol_weight_g_mol": 108.51}


Entry 2:
{"formula": "C4H13N2O", "method": "the ωB97M-V functional and the def2-TZVPD basis", "symbols": ["C", "O", "C", "C", "C", "N", "N", "H", "H", "H", "H", "H", "H", "H", "H", "H", "H", "H", "H", "H"], "positions_angstrom": [[1.54398, 0.71857, -1.18320], [1.31142, 1.77073, -2.16195], [0.21112, 0.32814, -0.59227], [0.34542, -1.02590, 0.20770], [-1.00096, -1.59970, 0.63073], [-1.67097, -0.78244, 1.65261], [-0.26863, 1.35728, 0.39284], [2.12607, 1.21800, -0.40514], [2.05203, -0.10431, -1.67174], [1.78434, 1.50631, -2.95044], [-0.54582, 0.21862, -1.35724], [1.01179, -0.79045, 1.03658], [0.91513, -1.65496, -0.47910], [-0.77282, -2.61827, 0.96090], [-1.69821, -1.60433, -0.20991], [-0.97464, 0.96711, 1.05128], [-1.25477, -0.88846, 2.55048], [-2.65259, -1.00562, 1.64844], [-0.86453, 2.06608, -0.11468], [0.40263, 1.92361, 0.99411]], "nbo_charge": [-0.11, -0.73, -0.12, -0.42, -0.23, -0.87, -1.12, 0.19, 0.18, 0.47, 0.22, 0.22, 0.21, 0.18, 0.19, 0.43, 0.37, 0.38, 0.32, 0.23], "homo_lumo_gap_ev": [3.66, 10.60], "e_tot_ha": -344.81157, "homo_energy_ha": [-0.1062, -0.3684], "lumo_energy_ev": [0.77, 0.58], "spin_multiplicity": 2, "s_squared": 0.751, "relative_energy_kj_mol": 182.3, "mol_weight_g_mol": 105.16}


Entry 3:
{"formula": "C4H8FN3", "method": "the ωB97M-V functional and the def2-TZVPD basis", "symbols": ["H", "N", "C", "C", "C", "F", "N", "N", "C", "H", "H", "H", "H", "H", "H", "H"], "positions_angstrom": [[1.20175, 1.85761, 0.18228], [0.21622, 1.66750, 0.13572], [0.03995, 0.40944, 0.00108], [1.12798, -0.62355, -0.23746], [2.59304, -0.30367, 0.27620], [3.01379, 0.89934, -0.39470], [-1.24930, -0.11312, -0.16604], [-2.35280, 0.71448, -0.17169], [-3.48498, 0.15801, -0.07834], [0.91872, -1.58668, 0.17046], [1.19671, -0.74642, -1.32734], [3.31126, -1.03857, -0.07938], [2.62520, -0.07241, 1.34519], [-1.29700, -1.02965, 0.28249], [-4.37315, 0.74644, -0.04148], [-3.48739, -0.93878, 0.10301]], "nbo_charge": [0.35, -0.65, 0.42, -0.51, 0.06, -0.39, -0.46, -0.18, -0.13, 0.21, 0.24, 0.18, 0.18, 0.35, 0.20, 0.14], "homo_lumo_gap_ev": 9.77, "e_tot_ha": -421.27784, "homo_energy_ha": -0.3314, "lumo_energy_ev": 0.75, "smiles": "[H]/N=C(\\CCF)NN=C", "relative_energy_kj_mol": 120.3, "mol_weight_g_mol": 117.13}


Entry 4:
{"formula": "C15H21BrSSi", "method": "the ωB97M-V functional and the def2-TZVPD basis", "symbols": ["S", "C", "C", "C", "Si", "Br", "H", "H", "H", "H", "H", "H", "H", "H", "H", "C", "C", "C", "C", "C", "C", "H", "H", "H", "H", "H", "H", "C", "C", "C", "C", "C", "C", "H", "H", "H", "H", "H", "H"], "positions_angstrom": [[-0.32264, -2.07889, -3.56504], [0.12968, -0.28626, -3.86722], [-0.98340, 0.79802, -3.26048], [-2.42339, 0.68226, -4.03626], [-3.77531, -0.32387, -3.09585], [-5.14450, -1.24328, -4.72819], [-1.19804, -2.39665, -4.65275], [1.17872, -0.06019, -3.35878], [0.25512, -0.08319, -5.01354], [-1.05107, 0.76053, -2.08515], [-0.53596, 1.86926, -3.53849], [-2.20595, 0.14663, -5.07931], [-2.83354, 1.76290, -4.33106], [-3.07771, -1.44144, -2.41330], [-4.54397, 0.43913, -2.12191], [4.41097, -0.13079, 0.57221], [3.61736, 0.90085, 1.07291], [2.26121, 0.95675, 0.75274], [1.69887, -0.01743, -0.07247], [2.49449, -1.04388, -0.58075], [3.84987, -1.10195, -0.25756], [5.46616, -0.17784, 0.82731], [4.05598, 1.66152, 1.71392], [1.64229, 1.75899, 1.14593], [0.64182, 0.02438, -0.32000], [2.05774, -1.79987, -1.22873], [4.46924, -1.90323, -0.65183], [-0.68529, 0.66583, 3.04477], [0.23069, -0.24248, 3.57464], [0.06937, -0.71814, 4.87560], [-1.00651, -0.28184, 5.64913], [-1.91732, 0.63362, 5.12252], [-1.75816, 1.10645, 3.82022], [-0.56308, 1.03112, 2.02873], [1.07058, -0.58061, 2.97286], [0.78153, -1.42863, 5.28701], [-1.13392, -0.65419, 6.66180], [-2.75255, 0.97835, 5.72724], [-2.46935, 1.81805, 3.40916]], "nbo_charge": [-0.08, -0.54, -0.42, -0.90, 1.06, -0.35, 0.15, 0.25, 0.23, 0.21, 0.22, 0.25, 0.25, -0.16, -0.17, -0.21, -0.22, -0.23, -0.17, -0.23, -0.22, 0.21, 0.22, 0.21, 0.20, 0.22, 0.22, -0.22, -0.21, -0.21, -0.21, -0.22, -0.20, 0.21, 0.22, 0.21, 0.21, 0.21, 0.21], "homo_lumo_gap_ev": 9.73, "e_tot_ha": -3845.83578, "homo_energy_ha": -0.3379, "lumo_energy_ev": 0.54, "smiles": "SCCC[SiH2]Br.c1ccccc1.c1ccccc1", "mol_weight_g_mol": 341.39}


Entry 5:
{"formula": "C25H48BF3I3N2O6", "method": "the ωB97M-V functional and the def2-TZVPD basis", "symbols": ["C", "O", "C", "C", "C", "C", "C", "C", "C", "C", "C", "C", "C", "C", "C", "I", "C", "C", "I", "N", "C", "I", "C", "N", "C", "C", "O", "C", "B", "O", "O", "H", "H", "H", "H", "H", "H", "H", "H", "H", "H", "H", "H", "H", "H", "H", "H", "H", "H", "H", "H", "H", "H", "H", "H", "H", "H", "H", "H", "H", "H", "H", "H", "H", "H", "H", "H", "H", "H", "H", "H", "H", "H", "H", "C", "C", "O", "C", "O", "C", "F", "F", "F", "H", "H", "H", "H", "H"], "positions_angstrom": [[1.33567, -4.18463, 8.58782], [0.79341, -3.57359, 7.36115], [-0.66394, -3.73137, 7.25321], [-1.05758, -5.28677, 6.91868], [-1.36395, -5.60973, 5.34369], [-0.44613, -4.75090, 4.27137], [-1.02649, -5.10372, 2.77575], [0.00939, -4.81810, 1.53979], [0.10747, -3.17334, 1.24914], [0.89968, -2.84444, -0.18840], [2.23672, -1.95691, 0.06003], [2.35427, -0.49136, -0.61146], [1.08925, 0.39635, -0.95505], [0.29798, 1.41767, 0.05026], [1.40802, 2.01775, 1.05954], [2.04703, 0.59024, 2.69450], [1.37866, 3.38252, 1.88483], [2.55000, 4.49768, 1.38986], [-0.43891, 4.50535, 2.29444], [-0.61287, 0.54530, 0.93082], [-2.05771, 0.39527, 0.55975], [-2.58962, -1.22371, -0.80796], [-2.83540, 1.76775, 0.11746], [-1.85237, 2.83774, -0.15942], [-0.58235, 2.42507, -0.86919], [0.20368, 3.81625, -1.37574], [1.06747, 3.56739, -2.55854], [2.47457, 3.87192, -2.29554], [-1.16742, 2.00158, -2.34042], [-2.35455, 2.77942, -2.86868], [-0.70666, 1.04091, -3.34230], [2.27494, -3.58817, 8.95081], [1.67659, -5.28990, 8.29685], [0.56611, -4.30331, 9.46127], [-1.10972, -3.46934, 8.32673], [-1.13950, -2.94863, 6.51418], [-2.07209, -5.50545, 7.50925], [-0.28434, -6.08567, 7.34680], [-1.12750, -6.76963, 5.18847], [-2.51951, -5.48133, 5.16811], [0.67065, -5.04929, 4.45350], [-0.58987, -3.58533, 4.46584], [-2.04486, -4.53007, 2.65613], [-1.26981, -6.27277, 2.79042], [-0.42145, -5.31031, 0.54422], [1.06407, -5.22067, 1.84104], [-0.99933, -2.80225, 1.25999], [0.64051, -2.72416, 2.18523], [0.17860, -2.49014, -1.03616], [1.25277, -3.93238, -0.54049], [2.45503, -2.00624, 1.23367], [3.14414, -2.60536, -0.37824], [2.89823, -0.70731, -1.66263], [3.21850, 0.10112, -0.03446], [1.51279, 1.12114, -1.81344], [0.27518, -0.36204, -1.38954], [2.41696, 2.07620, 0.41096], [1.75205, 3.22641, 3.02198], [3.07284, 4.15612, 0.40210], [3.38808, 4.64456, 2.19194], [2.04592, 5.57204, 1.25295], [-0.25591, -0.42291, 1.06879], [-0.69984, 1.10475, 1.83531], [-2.58792, 0.06775, 1.58384], [-3.64573, 1.55901, -0.73457], [-3.49733, 2.13602, 1.04263], [-2.23142, 3.75233, -0.46353], [0.65410, 4.46222, -0.54544], [-0.69128, 4.47528, -1.82256], [2.86907, 3.09906, -1.50313], [3.09383, 3.76896, -3.28623], [2.58392, 4.95366, -1.86408], [-1.97619, 3.58116, -3.37811], [-0.53409, 1.49131, -4.22065], [-3.09345, 3.11099, -8.43867], [-2.06961, 1.99455, -8.54110], [-0.75182, 2.52985, -8.73650], [-0.11916, 2.99706, -7.61349], [-0.61818, 2.98129, -6.49080], [1.28485, 3.49395, -7.95102], [1.31073, 4.28845, -9.06000], [2.14638, 2.46538, -8.20058], [1.84757, 4.22632, -6.94873], [-3.03562, 3.76754, -9.31254], [-4.10475, 2.70296, -8.36635], [-2.91080, 3.73625, -7.55893], [-2.29357, 1.37434, -9.41565], [-2.09705, 1.33703, -7.66479]], "lowdin_charge": [-0.13, -0.27, -0.23, -0.18, -0.22, -0.21, -0.23, -0.20, -0.23, -0.21, -0.25, -0.24, -0.13, -0.30, -0.55, 0.98, -0.84, -0.16, 0.87, 0.02, -0.61, 1.01, -0.22, -0.10, -0.20, -0.09, -0.23, -0.09, -0.48, 0.02, 0.05, 0.10, 0.10, 0.10, 0.12, 0.13, 0.12, 0.12, 0.12, 0.12, 0.13, 0.11, 0.12, 0.12, 0.12, 0.12, 0.04, 0.09, 0.05, 0.12, 0.06, 0.13, 0.14, 0.10, 0.15, 0.10, 0.09, 0.02, 0.05, 0.09, 0.07, 0.11, 0.14, 0.13, 0.12, 0.15, 0.12, 0.09, 0.16, 0.08, 0.12, 0.11, 0.13, 0.12, -0.06, -0.21, 0.02, -0.32, 0.12, -0.47, 0.15, 0.15, 0.14, 0.09, 0.09, 0.07, 0.13, 0.13], "homo_lumo_gap_ev": 8.02, "e_tot_ha": -2759.30019, "homo_energy_ha": -0.4100, "lumo_energy_ev": -3.13, "total_charge": 1, "relative_energy_kj_mol": 916.1, "mol_weight_g_mol": 921.19}